ORCA calculation (the ωB97M-V functional and the def2-TZVPD basis) on one molecule with the formula C14H14FN5O3S.

Calculated values
**Highest occupied orbital energy**: -8.783 eV
**ΔE to the lowest compared entry with this formula, charge and spin**: 12.9 kcal/mol
**Multiplicity**: 1
**Structure (SMILES)**: C/C(=N\NC(=O)CSc1[nH]c(C)nc1[N+](=O)[O-])c1ccc(F)cc1
**LUMO**: -0.19 eV
**E**: -41886.8205 eV

Atoms and positions in Å:
C -3.144 -0.397 2.663
C -3.257 -0.012 1.183
N -2.170 0.255 0.501
N -0.876 0.232 0.999
C 0.238 0.867 0.478
O 0.118 1.656 -0.448
C 1.588 0.689 1.164
S 2.213 -1.011 0.987
C 2.792 -0.872 -0.701
N 2.364 0.044 -1.654
C 3.187 -0.001 -2.725
C 3.248 0.994 -3.833
N 4.108 -0.951 -2.553
C 3.887 -1.521 -1.276
N 4.749 -2.487 -0.770
O 5.819 -2.685 -1.351
O 4.382 -3.144 0.213
C -4.613 -0.011 0.509
C -5.816 -0.066 1.252
C -7.050 -0.148 0.582
C -7.168 -0.188 -0.824
F -8.326 -0.340 -1.556
C -5.974 -0.072 -1.550
C -4.699 -0.013 -0.898
H -3.524 -1.444 2.818
H -3.777 0.306 3.260
H -2.132 -0.355 3.053
H -0.635 -0.347 1.828
H 2.319 1.377 0.712
H 1.469 0.981 2.210
H 1.576 0.646 -1.548
H 3.457 1.984 -3.401
H 2.300 1.025 -4.368
H 4.044 0.702 -4.539
H -5.819 -0.062 2.332
H -7.978 -0.317 1.147
H -5.992 -0.071 -2.625
H -3.848 0.029 -1.555

These are the Löwdin partial charges, in e, on atoms 1 to 8: C -0.0320; C -0.2364; N 0.1057; N 0.0278; C -0.5276; O 0.0386; C -0.3828; S 0.9841

ORCA calculation (the ωB97M-V functional and the def2-TZVPD basis) on C38H44CoN4OP2SSi as an isolated structure.

Calculated values
**Highest occupied orbital energy (spin up / spin down)**: -7.190 / -7.158 eV
**ΔE to the lowest compared entry with this formula, charge and spin**: 1.9 kcal/mol
**Multiplicity**: 4
**LUMO (spin up / spin down)**: 0.20 / 0.13 eV
**E**: -123049.8963 eV

Atoms and positions in Å:
Co 0.045 -0.172 1.924
C 3.166 -2.134 3.130
C 3.135 -0.636 3.239
C 4.179 0.083 3.799
C 4.051 1.471 3.882
C 2.925 2.108 3.416
C 1.893 1.326 2.850
N 2.045 -0.023 2.782
N 0.732 1.723 2.307
Si -0.053 3.227 2.627
C -0.217 3.520 4.473
C 0.870 4.674 1.841
C -1.764 3.139 1.871
H 4.123 -2.483 2.740
H 2.367 -2.479 2.474
H 3.019 -2.590 4.111
H 5.059 -0.426 4.166
H 4.851 2.057 4.318
H 2.829 3.184 3.463
H 0.756 3.635 4.954
H -0.723 2.675 4.947
H -0.799 4.422 4.677
H 1.666 5.056 2.485
H 0.192 5.506 1.631
H 1.323 4.360 0.898
H -2.286 2.241 2.211
H -1.726 3.122 0.779
H -2.358 4.007 2.169
C -1.913 -3.723 -4.210
S -0.346 -3.103 -4.857
C -0.651 -1.312 -4.884
C -0.167 -0.568 -3.644
C -0.851 -1.071 -2.384
N -0.511 -0.302 -1.176
P -1.709 -0.012 0.017
C -2.572 -1.617 0.173
C -1.896 -2.587 0.912
C -2.430 -3.854 1.079
C -3.662 -4.160 0.518
C -4.348 -3.201 -0.214
C -3.804 -1.935 -0.390
C -2.927 1.065 -0.777
C -2.654 1.761 -1.949
C -3.572 2.672 -2.454
C -4.765 2.899 -1.786
C -5.038 2.218 -0.606
C -4.123 1.311 -0.100
P 0.991 -0.493 -0.347
C 1.997 0.947 -0.777
C 3.268 1.044 -0.210
C 4.033 2.181 -0.412
C 3.535 3.229 -1.176
C 2.266 3.140 -1.730
C 1.495 2.005 -1.526
C 1.812 -1.911 -1.128
C 1.414 -3.191 -0.742
C 1.982 -4.310 -1.331
C 2.970 -4.159 -2.293
C 3.391 -2.890 -2.664
C 2.813 -1.770 -2.087
H -1.887 -4.806 -4.319
H -2.748 -3.340 -4.796
H -2.063 -3.484 -3.158
H -1.720 -1.153 -5.043
H -0.136 -0.935 -5.768
H -0.361 0.502 -3.767
H 0.914 -0.687 -3.554
H -0.602 -2.124 -2.232
H -1.936 -1.019 -2.515
H -0.929 -2.354 1.354
H -1.893 -4.593 1.659
H -4.091 -5.144 0.659
H -5.311 -3.436 -0.648
H -4.347 -1.197 -0.967
H -1.718 1.596 -2.466
H -3.352 3.205 -3.370
H -5.478 3.613 -2.177
H -5.962 2.401 -0.074
H -4.334 0.799 0.832
H 3.654 0.242 0.410
H 5.012 2.255 0.043
H 4.132 4.119 -1.328
H 1.870 3.962 -2.313
H 0.494 1.945 -1.932
H 0.651 -3.315 0.017
H 1.656 -5.298 -1.034
H 3.415 -5.032 -2.752
H 4.167 -2.771 -3.408
H 3.140 -0.780 -2.381
O -1.484 -0.670 5.824
C -1.181 -0.683 4.676
N -0.901 -0.719 3.521

These are the Löwdin partial charges, in e, on atoms 1 to 8: Co 0.4226; C -0.0272; C -0.3455; C -0.0605; C -0.0773; C -0.0298; C -0.4514; N 0.0588

ORCA calculation (the ωB97M-V functional and the def2-TZVPD basis) on C28H53N2O2S2Si2 as an isolated structure.

Calculated values
**Highest occupied orbital energy**: -9.694 eV
**Multiplicity**: 1
**Net charge**: +1
**LUMO**: -2.41 eV
**E**: -74379.3235 eV

Atoms and positions in Å:
S -1.439 -6.904 -1.259
C -1.765 -5.730 -0.075
S -0.770 -5.878 1.546
C -0.251 -4.124 1.949
C 0.303 -3.254 0.673
C 1.696 -3.828 0.024
Si 1.565 -3.745 -1.930
O 2.700 -2.534 -2.546
Si 2.016 -1.790 -3.994
C 3.279 -0.469 -4.676
C 2.460 0.403 -5.824
C 1.815 1.746 -5.131
C 0.826 2.613 -6.135
C 0.440 4.137 -5.636
C -0.496 5.086 -6.591
C -1.049 4.498 -8.025
C -0.709 2.965 -8.512
C 0.240 2.007 -7.573
N -2.736 -4.576 -0.182
C -3.809 -4.604 0.884
C -4.591 -3.130 0.774
O -5.366 -3.186 -0.475
C -4.508 -3.262 -1.667
C -3.318 -4.417 -1.568
H 0.595 -4.169 2.776
H -1.189 -3.563 2.369
H -0.513 -3.131 -0.181
H 0.525 -2.157 1.073
H 2.651 -3.207 0.314
H 1.861 -4.968 0.291
H 2.000 -5.052 -2.477
H 0.182 -3.484 -2.337
H 1.808 -2.783 -5.048
H 0.769 -1.051 -3.743
H 4.251 -0.989 -5.084
H 3.613 0.298 -3.857
H 1.556 -0.218 -6.258
H 3.189 0.615 -6.720
H 1.321 1.494 -4.085
H 2.735 2.469 -4.896
H 0.838 4.534 -4.607
H -0.768 6.176 -6.251
H -1.705 5.238 -8.689
H -1.157 2.583 -9.527
H 0.511 0.914 -7.900
H -3.340 -4.618 1.965
H -4.564 -5.514 0.767
H -3.722 -2.327 0.635
H -5.213 -2.873 1.733
H -4.002 -2.256 -1.982
H -5.219 -3.602 -2.563
H -3.774 -5.389 -2.034
H -2.455 -4.040 -2.293
C 3.656 3.597 4.337
C 3.446 2.127 4.647
C 2.652 1.349 3.594
C 1.316 1.895 3.058
N 0.065 1.700 3.944
C -1.225 1.944 3.100
C -1.778 0.569 2.792
C -1.492 -0.195 4.062
C -0.056 0.191 4.354
C 0.061 2.570 5.206
C -0.316 4.059 5.093
C 0.005 4.874 3.855
H 2.770 4.177 4.594
H 4.479 3.996 4.938
H 3.895 3.759 3.283
H 3.007 2.012 5.642
H 4.435 1.656 4.718
H 2.547 0.319 3.950
H 3.312 1.271 2.717
H 1.093 1.353 2.130
H 1.388 2.948 2.790
H -1.936 2.502 3.713
H -0.973 2.511 2.200
H -1.251 0.119 1.943
H -2.844 0.598 2.551
H -1.611 -1.277 3.938
H -2.155 0.131 4.872
H 0.603 -0.395 3.706
H 0.239 0.068 5.401
H 1.031 2.458 5.682
H -0.664 2.108 5.892
H 0.154 4.561 5.949
H -1.394 4.151 5.280
H 1.062 4.866 3.603
H -0.264 5.921 4.036
H -0.573 4.551 2.988

These are the Löwdin partial charges, in e, on atoms 1 to 8: S 0.6178; C -0.9679; S 0.7751; C -0.5007; C -0.3196; C -0.3068; Si 0.5455; O -0.4825